[1]
Formula: C4H9N3O
Source: the OMol25 dataset
Level of theory: ωB97M-V/def2-TZVPD

```
17
Properties=species:S:1:pos:R:3:forces:R:3:mulliken_charge:R:1
H 1.851392 -0.192019 -1.791396 -0.4 0.0 -0.3 0.28
N 1.220506 0.608073 -1.701487 -0.6 0.0 1.9 -0.80
C 0.232037 0.334258 -0.911636 -0.9 -1.0 -3.5 1.09
C -0.811448 1.372797 -0.604070 0.3 0.3 0.3 -1.28
C -0.302437 -1.172491 -0.829440 2.8 1.9 -2.7 0.27
N -0.376683 -1.912678 -1.868124 -0.4 0.2 1.1 -0.78
H -0.214178 -1.333414 -2.699286 -0.3 -0.1 0.3 0.32
N -0.262571 -1.540976 0.469694 1.1 2.0 3.0 -0.33
O 0.723433 -0.298731 1.002140 -1.3 -2.6 -0.1 -0.30
C 0.288918 0.279884 2.226664 -0.5 -0.8 0.3 -0.63
H -1.692183 0.952751 -0.118734 0.1 -0.1 0.0 0.34
H -0.382633 2.130604 0.053586 -0.1 0.1 -0.1 0.27
H -1.115381 1.855608 -1.534891 0.1 0.0 0.1 0.37
H 0.285762 -2.378464 0.654876 0.0 0.1 0.0 0.34
H -0.786937 0.482336 2.214877 0.1 0.0 0.0 0.30
H 0.513420 -0.404224 3.049188 0.0 0.1 0.1 0.27
H 0.828983 1.216686 2.388040 0.1 -0.2 -0.4 0.28
```
Positions in Å, forces in eV/Å.

Summary:
Structure (SMILES) = [H]/N=C(C)\C(=N/[H])NOC
Electronic energy = -10807.5893 eV
HOMO level = -9.23 eV
Relative energy (zero: lowest compared OMol25 entry of this formula, charge and spin) = 112.36 kcal per mole
Frontier orbital gap = 9.45 eV
LUMO = 0.23 eV
F_max = 4.28 eV Å⁻¹

=====

[2]
Formula: C6H10ClN2
Source: the OMol25 dataset
Level of theory: ωB97M-V/def2-TZVPD

```
19
Properties=species:S:1:pos:R:3:forces:R:3:mulliken_charge:R:1
C 0.262468 1.582390 0.518929 -1.3 0.6 -0.3 -1.33
C -0.298281 0.254401 0.987483 2.9 -0.7 1.2 -0.53
C 0.195356 -1.003913 0.090702 -1.3 1.5 0.7 1.32
C -0.278509 -0.934954 -1.314459 -2.4 0.6 -0.6 -1.82
C 1.617751 -1.310714 0.337979 2.3 -1.6 0.9 -0.30
N 1.751603 -2.414835 1.056024 -0.1 0.8 -0.2 -0.42
C 0.501511 -2.933530 1.280951 -2.3 3.2 -3.6 0.41
Cl 0.231800 -4.362208 1.963464 -0.3 -1.4 1.0 -0.03
N -0.475302 -2.184757 0.607944 4.2 -1.5 2.8 -0.16
H -0.279327 2.001364 -0.327860 0.2 -0.5 -0.6 0.35
H 1.302442 1.736176 0.398004 1.2 -0.7 -0.4 0.40
H 0.042580 2.352369 1.217945 -0.4 0.4 1.2 0.42
H -1.353519 0.298876 1.000963 -1.2 -0.2 -0.2 0.41
H 0.032543 0.038726 2.070105 -0.4 0.2 -1.6 0.32
H -0.276286 -1.915339 -1.748671 0.5 -0.3 -0.7 0.44
H 0.049512 -0.153430 -1.941918 1.4 0.6 -0.6 0.44
H -1.356297 -0.646188 -1.301835 0.4 -0.4 0.4 0.42
H 2.663424 -0.860413 0.037882 -2.7 -0.3 0.4 0.39
H -1.464496 -2.293941 0.561863 -0.6 -0.4 0.3 0.25
```
Positions in Å, forces in eV/Å.

Summary:
Structure (SMILES) = CC[C@@]1(C)C=NC(Cl)=[NH+]1
Electronic energy = -21878.5990 eV
Total charge = +1
HOMO level = -15.31 eV
Relative energy (zero: lowest compared OMol25 entry of this formula, charge and spin) = 43.37 kcal per mole
Frontier orbital gap = 9.67 eV
LUMO = -5.65 eV
F_max = 5.33 eV Å⁻¹

=====

[3]
Formula: C6H19Li2N2O6
Source: the OMol25 dataset
Level of theory: ωB97M-V/def2-TZVPD

```
35
Properties=species:S:1:pos:R:3:forces:R:3:mulliken_charge:R:1
Li 1.016612 1.138927 3.426858 -0.6 -1.2 -0.2 0.90
Li 2.810970 1.449699 1.621837 -0.8 -0.6 -0.8 0.91
C 0.797761 -0.569333 0.848292 0.9 -1.4 -0.9 -1.07
O 0.866978 0.688837 1.423263 1.4 1.3 2.0 -0.96
H 1.335087 -0.566603 -0.112843 -0.4 0.0 -0.2 0.35
H 1.298129 -1.402660 1.372986 0.2 0.4 0.5 0.41
H -0.193637 -1.005512 0.663295 -0.3 0.7 0.0 0.31
C -0.666957 2.866050 -1.137692 -1.3 0.7 -0.2 -0.18
C -1.783746 3.849549 -1.518921 -0.8 -0.9 -0.5 -0.62
O -1.608053 5.212262 -1.136626 0.5 -1.1 0.1 -0.47
O -0.562751 2.832965 0.275949 0.9 0.1 -0.1 -0.44
H 0.228500 3.174942 -1.691257 0.4 -0.2 0.4 0.32
H -0.995035 1.872194 -1.458007 0.2 0.1 -0.5 0.18
H -2.712215 3.413552 -1.139392 0.0 0.5 0.7 0.30
H -1.984882 3.770481 -2.592977 0.6 0.2 -0.2 0.33
H -0.660848 5.252227 -0.959166 -0.1 0.6 0.1 0.34
H 0.024787 2.086341 0.483025 -0.2 -0.1 0.4 0.31
C -1.254506 -1.030469 -3.812023 0.9 0.4 -0.7 -0.55
C -0.570420 -2.020585 -2.901076 0.4 0.4 0.5 0.29
O 0.718014 -2.359526 -3.446602 -0.5 0.0 -0.1 -0.54
O -1.461512 -1.586176 -5.108202 -0.1 0.0 0.6 -0.53
H -0.591762 -0.162705 -3.927727 0.2 0.0 0.1 0.28
H -2.160739 -0.593625 -3.395981 -0.3 -0.6 -0.1 0.35
H -1.174158 -2.916905 -2.743981 -0.1 0.0 0.0 0.31
H -0.335332 -1.533363 -1.947754 -0.6 0.0 0.2 -0.23
H 1.147114 -2.873697 -2.757892 0.2 -0.1 -0.3 0.29
H -0.601299 -1.966375 -5.329157 -0.1 -0.1 -0.3 0.33
C 1.316835 -1.639801 4.619849 0.3 0.9 -2.4 0.72
O 1.860098 -0.520222 4.420483 -0.7 0.2 0.4 -0.72
N 1.845598 -2.598222 5.382366 0.2 0.2 0.6 -0.38
N 0.252387 -2.026889 3.859207 0.9 -0.1 1.6 -0.32
H 2.601086 -2.382357 6.011188 -0.1 0.0 -0.1 0.24
H 1.382507 -3.482387 5.458299 0.1 -0.2 0.2 0.18
H -0.055494 -2.949747 4.091335 -0.9 -0.1 -0.7 0.16
H -0.129117 -1.420868 3.159047 -0.2 -0.2 -0.1 0.18
```
Positions in Å, forces in eV/Å.

Summary:
Electronic energy = -22200.0353 eV
Total charge = +1
HOMO level = -12.01 eV
Relative energy (zero: lowest compared OMol25 entry of this formula, charge and spin) = 0.00 kcal per mole
Frontier orbital gap = 7.19 eV
LUMO = -4.82 eV
F_max = 2.77 eV Å⁻¹

=====

[4]
Formula: C16H31F3IrO3P2S
Source: the OMol25 dataset
Level of theory: ωB97M-V/def2-TZVPD

```
57
Properties=species:S:1:pos:R:3:forces:R:3:mulliken_charge:R:1
P -3.163809 0.287781 -1.058789 -2.5 0.1 -1.9 0.97
P -0.964962 -0.412457 -3.128907 -1.4 0.4 -2.5 0.81
C -3.594778 0.530380 -2.868280 0.7 0.1 -0.1 -1.17
C -2.731148 -0.356029 -3.757082 -0.1 -0.1 0.7 -1.15
H -3.456878 1.598501 -3.095314 0.0 -0.3 0.0 0.49
H -4.657418 0.288428 -2.998392 0.2 0.2 0.2 0.58
H -3.100331 -1.393147 -3.783765 0.0 0.3 0.1 0.50
H -2.714512 0.027140 -4.785855 0.1 -0.2 0.2 0.59
C -0.366148 1.058976 -4.078974 0.5 0.2 0.8 -1.39
H 0.732925 1.079428 -4.061271 -0.3 0.1 -0.1 0.41
H -0.749967 1.982790 -3.622847 0.2 -0.2 -0.2 0.37
H -0.718727 0.986180 -5.117971 0.1 -0.1 0.4 0.48
C -0.421909 -1.756199 -4.262335 0.6 -0.4 0.8 -1.31
H -0.670648 -1.491667 -5.299612 0.0 0.1 0.3 0.43
H -0.940565 -2.684041 -3.980935 0.2 0.2 -0.2 0.42
H 0.662655 -1.900294 -4.160134 -0.3 -0.1 -0.2 0.40
C -4.203246 1.668550 -0.434369 0.8 0.3 0.8 -1.31
H -4.219583 1.643280 0.663612 -0.1 0.2 -0.3 0.41
H -5.224660 1.570448 -0.827536 0.3 -0.1 0.0 0.43
H -3.766700 2.619966 -0.770622 -0.2 -0.2 0.2 0.39
C -4.318340 -1.130406 -0.773685 0.8 -0.4 0.6 -1.35
H -3.924530 -2.038159 -1.252473 -0.2 0.2 0.2 0.35
H -5.301660 -0.883541 -1.200425 0.4 0.1 0.2 0.46
H -4.415429 -1.306192 0.307145 -0.1 -0.1 -0.3 0.41
Ir 1.867551 -0.130759 2.401888 2.6 1.1 1.5 1.11
C 1.973640 -1.166911 0.528516 0.8 -1.5 -1.2 -0.71
C 2.206750 0.207196 0.255100 0.0 -0.3 -2.1 -0.45
C 1.190266 1.200566 -0.257304 0.1 0.8 -0.2 0.31
C 0.251524 1.808509 0.818277 0.1 0.6 0.2 -1.01
C 0.223503 1.023545 2.113845 -2.7 1.1 -0.4 -0.35
C -0.117459 -0.378798 2.189110 -1.7 1.0 -0.1 -0.59
C -0.530876 -1.211560 0.983243 -0.2 -0.3 -0.1 0.42
C 0.673928 -1.886225 0.293069 -0.4 -0.7 0.3 -0.82
C 1.906696 -0.505335 4.352537 0.2 -2.5 3.5 -1.19
H 2.869206 -1.795151 0.482502 -0.3 0.2 -0.1 0.62
H 3.253644 0.457462 0.010768 -0.4 0.0 0.7 0.60
H 0.590883 0.773747 -1.072531 0.1 -0.4 0.2 -0.78
H 1.745344 2.034115 -0.712779 -0.1 -0.3 0.1 0.67
H 0.619339 2.815020 1.076316 -0.1 -0.4 -0.2 0.43
H -0.756686 1.964216 0.396253 0.2 -0.2 0.2 0.25
H 0.017105 1.594408 3.023153 0.1 0.1 -0.2 0.68
H -0.504684 -0.712673 3.154211 0.0 0.1 -0.2 0.81
H -1.103665 -0.602599 0.265800 0.4 0.1 0.3 -1.21
H -1.231617 -1.982485 1.334807 0.2 0.2 -0.1 0.74
H 0.790644 -2.904286 0.709880 0.0 0.5 -0.2 0.42
H 0.470948 -2.036281 -0.780146 0.1 0.2 0.2 0.27
H 2.627176 -1.311388 4.601852 -0.6 0.3 -0.1 0.36
H 0.917940 -0.794413 4.743585 0.2 0.0 -0.3 0.44
H 2.245830 0.387830 4.910499 -0.1 0.1 -0.8 0.39
F 6.696296 0.984273 4.201083 -1.7 -0.7 0.0 -0.18
C 5.458326 0.476643 4.382871 1.1 0.1 1.2 0.67
F 5.556906 -0.739880 4.976396 -0.3 1.4 -1.0 -0.20
F 4.758847 1.299835 5.198843 0.5 -0.8 -1.0 -0.20
S 4.585353 0.310534 2.684389 2.8 -0.7 -0.6 1.08
O 3.452608 1.313070 2.757260 -0.5 -0.3 -0.3 -0.62
O 5.568413 0.558057 1.656764 -1.3 0.0 1.3 -0.54
O 3.956687 -1.039997 2.668762 1.2 1.1 -0.2 -0.62
```
Positions in Å, forces in eV/Å.

Summary:
⟨S²⟩ = 8.771
Electronic energy = -63617.1529 eV
Multiplicity = 6
Total charge = +2
HOMO level (spin up / spin down) = -12.43 / -15.69 eV
Relative energy (zero: lowest compared OMol25 entry of this formula, charge and spin) = 0.00 kcal per mole
Frontier orbital gap (spin up / spin down) = 6.78 / 5.56 eV
LUMO (spin up / spin down) = -5.65 / -10.13 eV
F_max = 4.29 eV Å⁻¹